Record 1
The following is a DFT calculation (ωB97M-V/def2-TZVPD) of C36H40F5N6OPReSe2Te as an isolated structure.

Structure (XYZ):
```
93
C36H40F5N6OPReSe2Te, DFT ωB97M-V/def2-TZVPD
Re 1.265 0.720 0.195
C -5.858 1.900 0.289
C -5.113 0.713 -0.338
C -5.445 -0.571 0.445
C -5.586 0.546 -1.783
C -3.622 0.908 -0.236
C -3.007 1.237 0.979
C -1.634 1.262 1.080
N -0.824 1.006 0.051
C -1.389 0.742 -1.143
C -2.763 0.683 -1.310
C -0.432 0.455 -2.212
C -0.737 0.565 -3.556
C 0.242 0.364 -4.530
C 1.506 0.001 -4.059
C 1.739 -0.097 -2.700
N 0.805 0.137 -1.781
C -0.104 0.511 -5.990
C -0.986 -0.694 -6.365
C -0.893 1.805 -6.245
C 1.135 0.502 -6.885
H -6.924 1.783 0.117
H -5.542 2.836 -0.164
H -5.702 1.958 1.363
H -6.510 -0.773 0.366
H -5.192 -0.469 1.497
H -4.904 -1.424 0.040
H -6.670 0.476 -1.797
H -5.199 -0.365 -2.236
H -5.303 1.403 -2.390
H -3.589 1.448 1.860
H -1.147 1.453 2.029
H -3.154 0.416 -2.275
H -1.729 0.870 -3.841
H 2.323 -0.190 -4.737
H 2.717 -0.370 -2.333
H -1.883 -0.745 -5.753
H -0.433 -1.623 -6.251
H -1.286 -0.598 -7.405
H -1.878 1.792 -5.787
H -1.036 1.919 -7.316
H -0.350 2.675 -5.883
H 1.643 -0.459 -6.849
H 1.827 1.295 -6.611
H 0.829 0.671 -7.914
Se 0.644 0.156 4.488
P 0.826 -1.690 3.432
Se 0.774 -1.493 1.109
C 2.344 -2.587 3.900
C 2.579 -2.703 5.266
C 3.657 -3.448 5.707
C 4.488 -4.075 4.793
C 4.252 -3.951 3.433
C 3.183 -3.198 2.978
C -0.547 -2.846 3.745
C -0.377 -4.184 3.396
C -1.406 -5.079 3.632
C -2.591 -4.643 4.208
C -2.756 -3.307 4.541
C -1.736 -2.401 4.306
H 1.922 -2.216 5.974
H 3.839 -3.544 6.767
H 5.313 -4.673 5.144
H 4.895 -4.455 2.727
H 2.993 -3.090 1.918
H 0.551 -4.515 2.950
H -1.284 -6.119 3.370
H -3.387 -5.347 4.400
H -3.675 -2.972 4.994
H -1.857 -1.359 4.568
N 5.343 1.334 0.892
C 5.613 0.247 0.116
C 4.411 -0.336 -0.174
N 3.421 0.386 0.406
C 4.007 1.395 1.051
C 3.168 2.268 1.812
N 1.864 1.969 1.880
C 1.303 2.891 2.706
C 2.271 3.755 3.136
N 3.438 3.344 2.573
H 6.038 1.975 1.247
H 6.609 -0.022 -0.169
H 4.208 -1.226 -0.736
H 0.255 2.906 2.927
H 2.212 4.608 3.783
H 4.316 3.835 2.645
F 2.569 4.447 -2.503
Te 1.460 3.864 -1.090
F 0.618 5.532 -1.203
F 0.145 3.566 0.318
F 2.564 4.726 0.240
F 0.031 3.286 -2.250
O 2.278 2.313 -0.986
```

Calculated total energy ... -7789.11278 Eh
Multiplicity ... 4
<S²> ... 3.7798
Total charge ... +2
Energy relative to the best compared isomer or geometry (same formula, charge and spin) ... 127.4 kJ/mol
HOMO-LUMO gap (alpha / beta) ... 6.91 / 5.25 eV

---

Record 2
The following is a DFT calculation (ωB97M-V/def2-TZVPD) of C36H40MoO3P2S as an isolated structure.

Structure (XYZ):
```
83
C36H40MoO3P2S, DFT ωB97M-V/def2-TZVPD
Mo 0.841 -0.973 1.502
C 0.638 0.697 -3.422
C 0.425 1.811 -2.724
C -0.664 2.797 -3.065
C -2.046 2.185 -3.426
C -2.405 0.873 -2.788
C -2.089 -0.329 -3.273
C -1.306 -0.564 -4.521
C -0.075 0.384 -4.705
C -0.320 -2.164 3.100
H 1.420 -0.028 -3.163
H 1.168 2.157 -2.007
H -0.346 3.392 -3.926
H -0.795 3.491 -2.233
H -2.815 2.910 -3.108
H -2.130 2.094 -4.521
H -3.130 0.974 -1.984
H -2.614 -1.225 -2.957
H -1.970 -0.447 -5.405
H -0.949 -1.615 -4.528
H 0.614 -0.114 -5.398
H -0.429 1.306 -5.189
H 0.471 -2.917 3.292
H -1.257 -2.693 2.856
H -0.469 -1.568 4.020
P 1.191 1.101 0.362
P -1.445 -1.015 0.968
C -0.491 1.363 -0.183
C -1.492 0.425 -0.062
C 1.871 2.651 0.968
C 1.576 3.847 0.303
C 2.054 5.056 0.815
C 2.830 5.073 1.979
C 3.134 3.873 2.628
C 2.650 2.669 2.137
C 2.423 0.319 -0.780
C 2.251 -1.031 -1.167
C 3.261 -1.679 -1.899
C 4.459 -1.023 -2.184
C 4.646 0.297 -1.770
C 3.645 0.964 -1.066
C -2.937 -0.801 2.004
C -2.895 0.182 3.001
C -3.975 0.368 3.853
C -5.119 -0.428 3.723
C -5.166 -1.418 2.733
C -4.077 -1.618 1.876
C -1.624 -2.600 0.045
C -0.918 -3.754 0.417
C -1.052 -4.925 -0.333
C -1.836 -4.935 -1.492
C -2.519 -3.778 -1.879
C -2.448 -2.629 -1.086
H -0.775 2.385 -0.450
H -2.497 0.653 -0.413
H 0.967 3.834 -0.600
H 1.808 5.987 0.307
H 3.192 6.027 2.378
H 3.744 3.893 3.525
H 2.831 1.735 2.653
H 1.328 -1.580 -0.889
H 3.124 -2.710 -2.222
H 5.250 -1.541 -2.728
H 5.586 0.808 -1.980
H 3.823 1.973 -0.691
H -1.989 0.788 3.122
H -3.932 1.134 4.628
H -5.974 -0.276 4.385
H -6.058 -2.038 2.627
H -4.102 -2.411 1.131
H -0.275 -3.740 1.296
H -0.540 -5.826 -0.010
H -1.913 -5.845 -2.088
H -3.127 -3.775 -2.792
H -3.012 -1.727 -1.328
C 3.877 -0.157 4.478
S 2.357 -1.011 4.013
O 2.061 -1.906 5.111
O 1.362 0.080 3.753
O 2.665 -1.722 2.691
H 3.921 -0.263 5.571
H 3.822 0.902 4.196
H 4.709 -0.659 3.989
```

Calculated total energy ... -2769.85933 Eh
Multiplicity ... 3
<S²> ... 2.0992
Total charge ... +2
HOMO-LUMO gap (alpha / beta) ... 5.77 / 6.18 eV

---

Record 3
The following is a DFT calculation (ωB97M-V/def2-TZVPD) of C36H40N4O4Sn as an isolated structure.

Structure (XYZ):
```
85
C36H40N4O4Sn, DFT ωB97M-V/def2-TZVPD
Sn 0.733 -0.190 0.575
C -1.840 -2.402 0.431
C -1.987 -1.814 1.805
O -0.662 -1.548 2.277
C -0.537 -1.371 3.692
C -0.463 0.089 4.061
O -1.641 0.722 3.604
C -1.477 2.026 3.063
C -2.407 2.189 1.892
O -1.912 1.375 0.850
C -2.805 1.246 -0.267
C -2.196 -0.787 -1.405
O -1.287 -1.461 -0.477
H -2.801 -2.781 0.075
H -1.146 -3.245 0.484
H -2.475 -2.549 2.452
H -2.570 -0.891 1.802
H 0.367 -1.894 4.010
H -1.402 -1.824 4.180
H 0.428 0.551 3.631
H -0.380 0.162 5.153
H -0.448 2.165 2.718
H -1.682 2.787 3.822
H -2.436 3.240 1.581
H -3.421 1.885 2.180
H -3.158 2.233 -0.571
H -3.667 0.647 0.069
H -1.877 -1.080 -2.401
H -3.197 -1.193 -1.204
C 3.740 2.507 3.906
C 3.579 1.287 4.562
C 3.164 0.161 3.874
C 2.922 0.213 2.492
C 3.114 1.437 1.840
C 3.499 2.574 2.544
N 2.390 -0.866 1.775
C 2.818 -2.174 2.021
C 4.148 -2.470 2.352
C 4.562 -3.780 2.535
C 3.674 -4.840 2.389
C 2.356 -4.563 2.055
C 1.933 -3.252 1.882
H 4.063 3.384 4.449
H 3.763 1.220 5.628
H 3.011 -0.774 4.402
H 3.003 1.486 0.764
H 3.637 3.508 2.013
H 4.863 -1.661 2.443
H 5.599 -3.975 2.783
H 4.002 -5.860 2.538
H 1.645 -5.372 1.936
H 0.896 -3.052 1.646
N 1.218 -0.827 -2.539
C 1.705 -1.593 -3.520
C 2.414 -2.617 -2.926
C 2.308 -2.379 -1.551
N 1.575 -1.289 -1.327
H 0.709 0.053 -2.605
H 1.528 -1.350 -4.556
H 2.944 -3.415 -3.417
H 2.725 -2.932 -0.727
N -2.123 0.623 -1.351
C -1.998 1.285 -2.632
C -0.681 1.637 -3.016
C 0.362 1.810 -2.057
C 1.674 2.113 -2.416
C 2.052 2.226 -3.744
C 1.048 2.066 -4.711
C -0.260 1.796 -4.377
C -3.216 1.550 -3.375
C -3.322 2.617 -4.297
C -4.500 2.895 -4.969
C -5.651 2.146 -4.745
C -5.588 1.112 -3.821
C -4.404 0.819 -3.158
H 0.075 1.838 -1.018
H 2.409 2.274 -1.633
H 3.072 2.451 -4.023
H 1.310 2.153 -5.761
H -0.986 1.656 -5.168
H -2.462 3.254 -4.459
H -4.526 3.726 -5.667
H -6.573 2.371 -5.267
H -6.470 0.515 -3.618
H -4.402 -0.011 -2.460
```

Calculated total energy ... -2129.97872 Eh
Multiplicity ... 1
Energy relative to the best compared isomer or geometry (same formula, charge and spin) ... 132.7 kJ/mol
HOMO-LUMO gap ... 5.48 eV